A molecular structure, C5H6O at a distorted geometry. Source: the Open Molecules 2025 dataset; level of theory: the ωB97M-V functional and the def2-TZVPD basis.

Each line ends with the Mulliken charge.
Atoms and positions in Å:
O -1.961 -1.119 -1.046  -0.61
C -1.031 -0.421 -0.653  0.39
C -0.791 0.011 0.775  -0.56
C 0.630 0.371 0.938  -0.42
C 1.206 0.153 -0.435  -0.31
C 0.301 -0.298 -1.305  -0.45
H -1.331 -0.509 1.552  0.44
H -1.657 0.891 0.154  0.16
H 0.778 1.396 1.302  0.26
H 1.125 -0.270 1.680  0.28
H 2.254 0.341 -0.651  0.39
H 0.456 -0.548 -2.347  0.43

Output
total energy	-269.27783	a.u.
Kohn-Sham gap	10.02	eV
strongest force on any atom	0.10067	hartree/bohr
energy above the lowest of the compared OMol25 structures with the same formula, charge and spin	42.93	kcal per mole


A molecular structure, C48H40CoNO5P2Si at a distorted geometry. Source: the Open Molecules 2025 dataset; level of theory: the ωB97M-V functional and the def2-TZVPD basis.

Each line ends with the Mulliken spin population.
Atoms and positions in Å:
Co 1.562 0.675 0.394  2.71
O 5.013 -0.102 -1.368  0.03
C 4.094 0.069 -0.597  0.02
O 2.916 0.496 -0.891  0.05
C 4.189 -0.272 0.887  0.02
C 5.199 -0.916 1.566  -0.01
C 4.968 -1.253 2.915  0.01
C 3.763 -0.976 3.507  0.00
C 2.770 -0.309 2.762  0.00
N 3.043 0.053 1.475  0.05
C 1.416 -0.033 3.069  0.03
O 0.973 -0.267 4.305  0.01
O 0.645 0.374 2.123  0.03
H 6.123 -1.162 1.073  0.00
H 5.744 -1.763 3.465  0.00
H 3.533 -1.282 4.513  0.00
O -1.543 -2.350 -0.705  0.01
C -2.105 -3.276 0.138  0.00
C -2.742 -4.475 -0.153  0.00
C -3.255 -5.251 0.879  0.00
C -3.098 -4.879 2.199  0.00
C -2.400 -3.720 2.498  -0.01
C -1.913 -2.920 1.480  0.03
P -0.847 -1.418 1.662  0.07
C -1.285 -0.967 3.362  0.40
C -2.625 -0.651 3.492  -0.21
C -3.174 -0.093 4.636  0.40
C -2.319 0.301 5.686  -0.11
C -0.994 0.047 5.636  0.30
C -0.374 -0.757 4.538  -0.04
C 0.686 -2.440 1.698  0.06
C 1.114 -3.203 2.777  0.01
C 2.299 -3.915 2.700  0.00
C 3.062 -3.884 1.546  0.00
C 2.611 -3.182 0.441  0.01
C 1.431 -2.465 0.522  0.01
C -1.665 -2.226 -2.058  0.01
C -2.528 -2.959 -2.869  0.00
C -2.506 -2.820 -4.245  0.00
C -1.654 -1.911 -4.840  0.00
C -0.877 -1.100 -4.038  0.00
C -0.862 -1.238 -2.655  0.02
P 0.010 0.069 -1.653  0.00
C -1.410 1.218 -1.803  -0.03
C -1.761 1.841 -2.994  0.00
C -2.938 2.562 -3.075  0.00
C -3.784 2.645 -1.981  0.00
C -3.426 2.043 -0.785  0.00
C -2.238 1.340 -0.693  0.04
C 1.195 0.654 -2.911  0.03
C 1.386 2.009 -3.144  0.00
C 2.375 2.428 -4.017  0.00
C 3.192 1.503 -4.644  0.00
C 3.033 0.151 -4.377  0.00
C 2.041 -0.273 -3.516  0.00
H -2.826 -4.855 -1.155  0.00
H -3.780 -6.164 0.636  0.00
H -3.487 -5.501 2.993  0.00
H -2.245 -3.429 3.527  -0.01
H -3.268 -0.851 2.642  0.00
H -4.234 0.104 4.695  0.02
H -2.739 0.830 6.529  0.00
H -0.315 0.374 6.407  0.01
H -0.151 -1.758 4.975  0.09
H 0.531 -3.251 3.684  -0.01
H 2.620 -4.520 3.536  0.00
H 4.002 -4.413 1.503  0.00
H 3.176 -3.192 -0.480  0.00
H 1.073 -1.934 -0.352  -0.05
H -3.252 -3.622 -2.436  0.00
H -3.164 -3.425 -4.851  0.00
H -1.619 -1.801 -5.913  0.00
H -0.259 -0.344 -4.498  0.00
H -1.117 1.768 -3.858  0.00
H -3.204 3.047 -4.002  0.00
H -4.717 3.184 -2.060  0.00
H -4.076 2.117 0.075  0.00
H -1.933 0.887 0.241  -0.01
H 0.782 2.729 -2.615  0.00
H 2.524 3.484 -4.185  0.00
H 3.972 1.837 -5.313  0.00
H 3.705 -0.570 -4.815  0.00
H 1.930 -1.326 -3.289  0.00
C -0.058 5.419 -2.476  0.00
Si -0.201 5.180 -0.584  0.00
C 0.867 6.486 0.299  0.00
C -2.008 5.283 0.010  0.00
C 0.447 3.500 -0.136  -0.05
C 0.895 2.390 0.072  0.05
H -0.374 6.416 -2.771  0.00
H -0.667 4.704 -3.023  0.00
H 0.973 5.294 -2.799  0.00
H 0.596 7.495 0.002  0.00
H 1.918 6.344 0.071  0.00
H 0.750 6.415 1.375  0.00
H -2.452 6.244 -0.229  0.00
H -2.060 5.144 1.085  0.00
H -2.614 4.509 -0.448  0.00

Output
total energy	-4638.94669	a.u.
Kohn-Sham gap (alpha / beta)	5.93 / 6.08	eV
strongest force on any atom	0.08842	hartree/bohr
multiplicity	5


5 unconnected molecules or ions with the total composition C17H32ClO23S6 at a distorted geometry. Source: the Open Molecules 2025 dataset; level of theory: the ωB97M-V functional and the def2-TZVPD basis.

Each line ends with the Mulliken charge.
Atoms and positions in Å:
C 1.780 -3.177 1.420  -0.40
C 2.177 -4.660 1.995  -0.34
S 2.935 -5.806 0.667  0.22
C 1.894 -5.516 -0.901  -0.41
C 2.788 -5.140 -2.223  -0.62
O 3.488 -3.849 -2.161  -0.28
C 2.563 -2.705 -2.156  0.36
O 3.029 -1.563 -2.734  -0.49
C 4.739 -5.370 0.383  -0.35
C 5.737 -5.701 1.641  0.28
O 6.762 -6.566 1.408  -0.43
Cl 5.647 -4.981 3.347  -0.10
H 1.629 -2.356 2.273  0.19
H 0.703 -3.277 0.914  0.17
H 2.599 -2.812 0.667  0.10
H 2.880 -4.506 2.918  0.32
H 1.229 -5.264 2.391  0.36
H 0.976 -4.791 -0.709  0.37
H 1.401 -6.579 -1.128  0.42
H 2.015 -5.053 -3.129  0.38
H 3.518 -6.056 -2.406  0.34
H 1.501 -2.713 -1.644  0.22
H 4.908 -4.247 0.032  0.40
H 5.093 -6.033 -0.545  0.40
C 1.030 1.501 4.043  -0.19
C -0.428 1.925 3.895  -0.26
O -1.084 0.806 3.303  -0.29
S -0.358 -0.564 3.811  0.96
O -1.125 -1.098 4.915  -0.59
O 0.003 -1.346 2.652  -0.45
O 0.991 0.124 4.414  -0.36
H 1.563 1.582 3.090  0.26
H 1.555 2.086 4.804  0.33
H -0.542 2.814 3.271  0.37
H -0.887 2.106 4.873  0.18
C -0.542 -0.038 -2.938  -0.19
C -0.318 1.463 -2.774  -0.27
O -1.291 1.883 -1.820  -0.28
S -1.563 0.666 -0.769  0.94
O -0.763 0.902 0.412  -0.48
O -2.985 0.416 -0.719  -0.40
O -0.857 -0.522 -1.634  -0.31
H -1.397 -0.239 -3.592  0.30
H 0.342 -0.547 -3.331  0.32
H -0.438 2.008 -3.713  0.13
H 0.674 1.670 -2.358  0.28
C -6.616 2.321 -3.498  -0.37
C -5.686 3.513 -3.290  -0.27
O -5.177 3.362 -1.966  -0.35
S -5.061 1.771 -1.621  0.94
O -3.695 1.357 -1.857  -0.22
O -5.757 1.521 -0.381  -0.61
O -5.978 1.221 -2.852  -0.33
H -7.584 2.487 -3.013  0.30
H -6.774 2.101 -4.558  0.31
H -6.203 4.469 -3.397  0.32
H -4.838 3.477 -3.983  0.22
C 0.308 2.401 9.062  -0.29
C 0.700 3.807 9.506  -0.36
O 0.900 4.537 8.298  -0.30
S -0.112 3.961 7.156  1.10
O -1.277 4.817 7.112  -0.56
O 0.663 3.625 5.985  -0.52
O -0.526 2.580 7.918  -0.29
H 1.187 1.824 8.756  0.28
H -0.230 1.856 9.844  0.30
H 1.607 3.814 10.115  0.31
H -0.114 4.288 10.060  0.30
C -0.113 3.457 -7.318  -0.33
C -0.187 2.737 -8.661  -0.40
O 0.035 1.361 -8.360  -0.31
S -0.567 1.039 -6.879  1.14
O -1.886 0.467 -7.043  -0.56
O 0.469 0.415 -6.090  -0.50
O -0.741 2.582 -6.382  -0.27
H 0.926 3.601 -7.004  0.29
H -0.624 4.423 -7.338  0.31
H 0.560 3.101 -9.371  0.32
H -1.184 2.829 -9.104  0.31

Output
net charge	+1
total energy	-5246.03609	a.u.
Kohn-Sham gap	5.43	eV
strongest force on any atom	0.27748	hartree/bohr


A molecular structure, C27H18LuN7O5S at a distorted geometry. Source: the Open Molecules 2025 dataset; level of theory: the ωB97M-V functional and the def2-TZVPD basis.

Each line ends with the Mulliken charge.
Atoms and positions in Å:
Lu 0.078 -0.469 -0.091  1.43
O -0.794 -3.168 2.060  -0.55
C -0.912 -1.975 1.835  0.34
N 0.000 -0.975 1.959  -0.62
C 1.339 -1.297 2.357  0.91
C 1.634 -2.152 3.408  -0.22
C 2.952 -2.382 3.773  -0.84
C 3.983 -1.762 3.084  -0.57
C 3.711 -0.908 2.023  -0.79
C 2.390 -0.671 1.647  0.18
N 1.977 0.160 0.569  -0.21
C 2.798 0.836 -0.264  0.39
O 4.012 0.897 -0.295  -0.69
C 2.000 1.647 -1.286  0.52
C 2.635 2.660 -1.978  -0.75
C 1.913 3.400 -2.898  -0.26
C 0.575 3.096 -3.110  -0.78
C 0.016 2.062 -2.392  -0.06
N 0.703 1.345 -1.493  -0.50
C -2.247 -1.496 1.254  0.52
C -3.416 -2.129 1.625  -0.69
C -4.600 -1.749 1.019  -0.45
C -4.578 -0.754 0.050  -0.70
C -3.371 -0.175 -0.276  -0.11
N -2.219 -0.530 0.311  -0.29
H 0.827 -2.635 3.939  0.45
H 3.169 -3.043 4.603  0.42
H 5.012 -1.941 3.368  0.42
H 4.507 -0.424 1.481  0.48
H 3.682 2.835 -1.776  0.49
H 2.385 4.204 -3.447  0.44
H -0.025 3.644 -3.823  0.40
H -1.020 1.785 -2.543  0.41
H -3.371 -2.919 2.362  0.51
H -5.530 -2.233 1.286  0.45
H -5.479 -0.440 -0.457  0.42
H -3.311 0.600 -1.029  0.41
O -3.274 -7.991 -2.137  -0.67
S -2.559 -9.173 -1.693  1.19
O -3.231 -9.943 -0.669  -0.67
O -1.922 -9.939 -2.745  -0.68
C -1.130 -8.477 -0.801  0.08
N -0.429 -9.267 0.029  -0.47
C 0.548 -8.696 0.714  -0.34
C 0.841 -7.339 0.630  -0.75
C 0.094 -6.631 -0.286  0.11
N -0.865 -7.189 -1.012  -0.37
C 0.239 -5.176 -0.532  1.58
C 1.413 -4.464 -0.320  -0.54
C 1.438 -3.117 -0.600  -0.50
N 0.370 -2.444 -1.071  -0.44
C -0.764 -3.153 -1.288  -0.47
C -0.862 -4.495 -1.054  -0.51
H 1.117 -9.344 1.374  0.41
H 1.584 -6.875 1.266  0.41
H 2.305 -4.950 0.054  0.49
H 2.348 -2.544 -0.469  0.48
H -1.603 -2.603 -1.698  0.44
H -1.765 -5.050 -1.279  0.67

Output
total energy	-3433.02528	a.u.
Kohn-Sham gap	5.60	eV
strongest force on any atom	0.04463	hartree/bohr
energy above the lowest of the compared OMol25 structures with the same formula, charge and spin	0.00	kcal per mole


A molecular structure, C16H39CrO16S4 at a distorted geometry. Source: the Open Molecules 2025 dataset; level of theory: the ωB97M-V functional and the def2-TZVPD basis.

Each line ends with the Mulliken spin population.
Atoms and positions in Å:
Cr -0.272 -0.876 -0.387  3.99
C -3.793 -2.711 0.825  0.00
C -2.725 -1.891 1.460  0.01
C -2.901 -2.030 3.042  0.00
O -1.430 -2.313 0.995  -0.01
H -4.070 -3.651 1.302  0.00
H -3.677 -2.973 -0.227  0.00
H -4.763 -2.226 0.927  0.00
H -2.881 -0.888 1.062  0.01
H -2.010 -1.991 3.668  0.00
H -3.250 -3.049 3.209  0.00
H -3.626 -1.322 3.443  0.00
C 0.958 -3.203 -1.348  0.01
O 0.800 -4.415 -1.101  0.00
O 0.149 -2.425 -1.821  -0.03
O 1.187 -2.663 -0.281  -0.01
O 2.379 -0.123 0.657  0.02
S 3.802 -0.181 0.338  0.01
O 4.431 0.916 -0.312  0.00
O 4.565 -0.487 1.731  0.00
C 5.975 -0.667 1.676  0.00
C 6.364 -1.201 3.041  0.00
C 4.293 -1.718 -0.616  0.00
H 6.405 0.307 1.444  0.00
H 6.450 -1.266 0.900  0.00
H 5.758 -2.045 3.370  0.00
H 6.376 -0.357 3.732  0.00
H 7.324 -1.715 3.097  0.00
H 3.809 -1.781 -1.591  0.00
H 3.873 -2.505 0.010  0.00
H 5.345 -1.950 -0.786  0.00
O -1.972 0.177 -1.277  0.06
S -3.198 0.293 -2.050  0.03
O -3.815 -0.818 -2.759  0.00
O -4.322 0.877 -1.049  0.00
C -4.243 2.033 -0.205  0.00
C -5.307 1.830 0.884  0.00
C -3.245 1.778 -3.263  0.01
H -4.420 2.968 -0.736  0.00
H -3.291 2.128 0.318  0.00
H -5.201 0.824 1.289  0.00
H -6.269 1.964 0.391  0.00
H -5.316 2.502 1.743  0.00
H -2.589 2.535 -2.834  0.00
H -4.276 2.127 -3.326  0.00
H -2.936 1.440 -4.252  0.00
O 0.784 2.833 -2.374  0.00
S 1.075 1.425 -2.664  -0.01
O 0.580 0.384 -1.768  -0.09
O 0.575 1.141 -4.173  0.01
C 0.347 -0.146 -4.585  0.00
C -0.261 -0.019 -5.982  0.00
C 2.842 1.319 -2.982  0.00
H -0.288 -0.655 -3.860  0.01
H 1.300 -0.673 -4.629  0.00
H -1.066 0.711 -5.898  0.00
H -0.698 -0.971 -6.282  0.00
H 0.445 0.323 -6.740  0.00
H 3.349 1.859 -2.183  0.00
H 3.089 1.967 -3.823  0.00
H 3.066 0.272 -3.187  0.00
O -0.353 0.757 0.915  -0.06
S -0.297 1.910 1.801  0.00
O -1.426 2.852 1.981  0.00
O 0.115 1.436 3.264  0.00
C -0.600 0.363 3.848  0.00
C -0.391 0.448 5.332  0.00
C 1.273 2.840 1.474  0.00
H -0.139 -0.537 3.441  0.01
H -1.645 0.136 3.636  0.00
H 0.654 0.228 5.554  0.00
H -1.060 -0.188 5.912  0.00
H -0.529 1.496 5.595  0.00
H 1.940 2.278 0.820  0.00
H 1.805 3.228 2.342  0.00
H 1.065 3.726 0.875  0.00

Output
net charge	-1
total energy	-4473.84394	a.u.
Kohn-Sham gap (alpha / beta)	3.33 / 3.68	eV
strongest force on any atom	0.25905	hartree/bohr
energy above the lowest of the compared OMol25 structures with the same formula, charge and spin	113.88	kcal per mole
multiplicity	5


2 unconnected molecules or ions with the total composition C5H10N at a distorted geometry. Source: the Open Molecules 2025 dataset; level of theory: the ωB97M-V functional and the def2-TZVPD basis.

Each line ends with the Mulliken spin population.
Atoms and positions in Å:
C -3.062 -0.002 0.033  -0.09
C -2.259 -0.992 0.235  0.92
C 1.063 -0.860 0.179  -0.05
C 2.523 -0.375 0.110  0.09
C 0.211 1.354 -0.389  0.04
N 0.136 -0.020 -0.067  0.79
H -4.073 -0.239 0.243  0.09
H -3.090 1.052 -0.338  0.07
H -1.880 -1.991 0.392  0.04
H 0.803 -1.832 0.568  0.02
H 2.592 0.585 0.623  0.00
H 2.903 -0.374 -0.857  -0.01
H 3.220 -1.221 0.421  0.01
H 1.280 1.716 -0.684  0.07
H 0.125 1.762 0.643  0.00
H -0.493 1.436 -1.112  0.01

Output
net charge	+1
total energy	-250.73507	a.u.
Kohn-Sham gap (alpha / beta)	6.92 / 5.62	eV
strongest force on any atom	0.09256	hartree/bohr
energy above the lowest of the compared OMol25 structures with the same formula, charge and spin	78.01	kcal per mole
multiplicity	3


2 unconnected molecules or ions with the total composition C2H5FIN at a distorted geometry. Source: the Open Molecules 2025 dataset; level of theory: the ωB97M-V functional and the def2-TZVPD basis.

Each line ends with the Mulliken charge.
Atoms and positions in Å:
C -0.562 -1.369 1.018  -0.33
C -1.049 -0.646 0.014  -0.18
F -0.585 -0.834 -1.235  -0.22
I -2.380 0.961 0.106  0.14
H 0.269 -2.049 0.868  0.30
H -0.749 -0.997 2.114  0.23
N 1.544 1.203 -0.658  -0.71
H 1.497 0.818 -1.582  0.27
H 0.840 0.741 -0.055  0.25
H 1.175 2.172 -0.590  0.25

Output
SMILES string	C=C(F)I.N
total energy	-531.46704	a.u.
Kohn-Sham gap	9.88	eV
strongest force on any atom	0.05651	hartree/bohr
energy above the lowest of the compared OMol25 structures with the same formula, charge and spin	25.12	kcal per mole


C4H5NS in the gas phase at a distorted geometry. Source: the Open Molecules 2025 dataset; level of theory: the ωB97M-V functional and the def2-TZVPD basis.

Each line ends with the Mulliken charge.
Atoms and positions in Å:
S 2.582 0.185 -0.018  -0.26
C 0.856 0.207 -0.059  0.06
C -0.051 1.267 -0.052  -0.28
C -1.365 0.745 -0.030  -0.52
C -1.255 -0.620 0.007  -0.36
N 0.062 -0.970 -0.083  -0.09
H 2.824 -1.115 0.014  0.09
H 0.214 2.303 0.082  0.41
H -2.302 1.259 0.020  0.38
H -2.017 -1.386 0.007  0.37
H 0.450 -1.873 0.111  0.20

Output
SMILES string	Sc1ccc[nH]1
total energy	-608.34146	a.u.
Kohn-Sham gap	8.36	eV
strongest force on any atom	0.05641	hartree/bohr
energy above the lowest of the compared OMol25 structures with the same formula, charge and spin	5.78	kcal per mole